61
Properties=species:S:1:pos:R:3 method="wB97M-V/def2-TZVPD" s2=8.756 total_charge=-2 relative_energy_ev=0.374 spin_multiplicity=6 total_energy_ha=-3393.932407 orbital_gap_ev="6.263 / 6.341"
Mn -0.59621 -0.95778 0.05268
N -4.57363 1.29000 -0.97253
C -3.49703 0.44804 -0.64081
S -2.21001 0.37543 -1.80267
N -3.59005 -0.14143 0.50034
N -2.58836 -1.01534 0.85927
C -2.69382 -1.42055 2.08281
C -1.96999 -2.50750 2.66510
C -2.17736 -2.81292 4.01700
C -1.56870 -3.88576 4.63117
C -0.69839 -4.69017 3.88644
C -0.45287 -4.41419 2.56107
C -1.07037 -3.32391 1.89018
O -0.85007 -3.10483 0.65145
H -4.65330 1.36872 -1.97453
H -5.42924 0.98360 -0.52647
H -3.43775 -0.91733 2.70396
H -2.84050 -2.17085 4.59036
H -1.75052 -4.09256 5.67974
H -0.20696 -5.53429 4.35957
H 0.23759 -5.02157 1.98797
N -0.27296 -2.35221 -2.06823
C 1.13428 -2.38090 -2.45552
C 2.06929 -2.02368 -1.28733
O 3.27969 -2.31306 -1.42279
N 1.47395 -1.44740 -0.26499
C 2.29856 -1.22550 0.91199
C 1.57845 -0.42747 2.01953
O 2.26476 -0.04642 2.97819
O 0.32588 -0.23142 1.86615
H -0.47334 -3.10255 -1.41205
H -0.88856 -2.43377 -2.86520
H 1.30105 -1.65133 -3.25363
H 1.46776 -3.35675 -2.83021
H 3.23559 -0.72017 0.66056
H 2.57153 -2.18937 1.36197
C -1.72737 4.21412 -1.72446
C -1.59822 3.73779 -0.28450
O -0.26939 3.34356 0.05502
P 0.30319 1.83746 -0.29685
O 1.70282 1.96819 0.47843
C 2.60173 3.06227 0.38170
C 3.94259 2.59543 0.92146
O 0.79196 2.22174 -1.84396
C 1.25216 1.13608 -2.64592
C 1.77974 1.69203 -3.95486
H -2.75885 4.50653 -1.93541
H -1.44659 3.39976 -2.38739
H -1.06161 5.06126 -1.90439
H -2.29846 2.91637 -0.10638
H -1.84357 4.54905 0.40698
H 2.21296 3.89422 0.97612
H 2.67719 3.39535 -0.65793
H 3.77272 2.07270 1.86444
H 4.61278 3.44605 1.07254
H 4.40703 1.88945 0.23151
H 0.42360 0.44384 -2.82804
H 2.04075 0.58426 -2.12640
H 1.00902 2.28399 -4.45253
H 2.07815 0.86566 -4.60311
H 2.64724 2.33003 -3.77658

56
Properties=species:S:1:pos:R:3 method="wB97M-V/def2-TZVPD" s2=6.026 total_charge=+4 spin_multiplicity=5 total_energy_ha=-2396.795771 orbital_gap_ev="8.548 / 4.442"
Os -0.32640 0.40570 1.12200
C 1.92070 2.24540 4.84200
C 0.51100 1.69940 5.02070
S -0.41400 0.95850 3.59780
C -1.69470 2.24850 3.36630
C -1.16850 3.49650 2.69130
S -0.46010 3.16490 1.02930
C 1.22660 3.85920 1.20420
C 2.11990 3.13630 2.20110
S 1.99130 3.80480 3.91410
H 2.60170 1.51780 4.40410
H 2.28070 2.48810 5.84660
H -0.14520 2.47110 5.41650
H 0.55480 0.88580 5.74520
H -2.10200 2.49090 4.34970
H -2.48640 1.78190 2.77850
H -0.40020 4.00190 3.28270
H -1.99690 4.19370 2.54150
H 1.11060 4.91370 1.46240
H 1.63680 3.80770 0.19500
H 3.16340 3.27660 1.91530
H 1.89620 2.06350 2.23970
N 3.35230 -1.55760 -1.72280
C 3.56840 -1.64740 -0.25670
C 2.26800 -1.36130 0.50260
N 1.71870 -0.02520 0.17180
C 1.53780 0.05700 -1.29930
C 2.83090 -0.21350 -2.07040
H 2.69600 -2.28460 -2.03830
H 4.23390 -1.73550 -2.22610
H 4.33890 -0.92060 0.01440
H 3.94260 -2.64020 0.00340
H 2.48480 -1.42580 1.57120
H 1.51330 -2.11660 0.26750
H 2.44060 0.65560 0.42380
H 1.16760 1.05000 -1.56560
H 0.76780 -0.66500 -1.58710
H 3.60100 0.52360 -1.82980
H 2.63110 -0.14620 -3.14190
O -1.45420 -0.13940 -0.56780
C -2.50680 -0.20880 0.13370
O -2.34270 0.03730 1.36400
C -3.85870 -0.49690 -0.40570
C -4.23410 0.04570 -1.66010
C -5.51320 -0.06980 -2.16740
C -6.43670 -0.76110 -1.38650
O -7.71660 -1.00600 -1.57050
C -8.18350 -1.74080 -0.47880
O -7.10810 -1.94400 0.38780
C -6.04860 -1.34970 -0.13180
C -4.76080 -1.21710 0.37440
H -3.49660 0.59240 -2.22430
H -5.79230 0.36620 -3.11450
H -8.62300 -2.70270 -0.81700
H -9.00040 -1.19700 0.04000
H -4.48940 -1.66710 1.31690

56
Properties=species:S:1:pos:R:3 method="wB97M-V/def2-TZVPD" s2=0.757 total_charge=+2 relative_energy_ev=2.371 spin_multiplicity=2 total_energy_ha=-11058.593620 orbital_gap_ev="5.266 / 4.842"
Re -0.47559 -0.17473 1.05870
C 3.06167 -2.21323 -1.65345
C 3.15926 -1.45444 -0.33625
C 3.79592 -0.08819 -0.54278
C 3.92652 -2.26887 0.70480
N 1.73304 -1.29458 0.10599
N 1.54938 -0.77697 1.44081
H 4.05693 -2.34751 -2.07441
H 2.45635 -1.66525 -2.37717
H 2.62764 -3.20555 -1.50759
H 4.77658 -0.21644 -1.00029
H 3.96327 0.44913 0.39678
H 3.19828 0.53337 -1.20835
H 4.92707 -2.49055 0.33414
H 3.43187 -3.22299 0.90442
H 4.05406 -1.72760 1.64591
H 1.28516 -2.20798 0.09232
H 2.19904 -0.00567 1.56935
H 1.72524 -1.46876 2.16916
Se -3.35349 0.68164 0.15743
Sb -4.92694 -0.49194 1.61370
Se -4.31707 -2.86381 1.53902
Se -6.71590 0.32700 2.85641
Se -1.36197 0.80282 2.76483
C -0.37625 3.69448 0.46637
Te 0.47556 1.94752 -0.45522
C -1.03884 2.25589 -1.93982
C -1.31022 3.73829 -1.85969
C -1.90628 4.40561 -2.92336
C -2.18457 5.75986 -2.82222
C -1.86271 6.45303 -1.66323
C -1.26032 5.79433 -0.60317
C -0.98610 4.43444 -0.69687
H 0.41877 4.24369 0.96568
H -1.11625 3.37217 1.19523
H -1.90641 1.64555 -1.70004
H -0.64451 1.94835 -2.90614
H -2.14982 3.86884 -3.83217
H -2.64276 6.27761 -3.65379
H -2.06705 7.51253 -1.59076
H -1.00425 6.33841 0.29772
C 0.13432 -2.78760 3.36653
C -0.39280 -3.14113 2.01284
C -0.68667 -4.39123 1.52978
C -1.26582 -4.23675 0.26186
C -1.32495 -2.87902 -0.01273
C -1.80339 -2.19516 -1.25365
N -0.78724 -2.19790 1.07811
H -0.50629 -3.19872 4.14762
H 0.15931 -1.71079 3.53324
H 1.13185 -3.20018 3.53735
H -0.51497 -5.32195 2.04849
H -1.58688 -5.02731 -0.40008
H -1.45186 -2.71976 -2.14257
H -1.42968 -1.16855 -1.33756
H -2.88926 -2.12347 -1.30127

60
Properties=species:S:1:pos:R:3 method="wB97M-V/def2-TZVPD" total_charge=-1 relative_energy_ev=0.676 total_energy_ha=-2091.766161 orbital_gap_ev=6.595
Pt -0.40624 -0.57940 0.58517
O -4.65791 -3.42974 4.21765
C -4.93264 -2.23247 3.74101
O -5.98399 -1.67754 3.96618
C -3.88961 -1.53849 2.91742
C -4.09010 -0.24689 2.48620
N -3.00105 0.10388 1.78506
N -2.10672 -0.88233 1.71583
C -2.61753 -1.89892 2.39148
C -1.80968 -3.16343 2.57606
O -2.22113 -4.02069 3.35260
O -0.68010 -3.24223 1.96880
H -3.72688 -3.71652 3.96128
H -4.92104 0.41438 2.65677
H -2.75504 0.95951 1.30243
C -0.26861 5.82429 -1.36177
C -0.57353 4.47439 -0.77648
C -0.04022 4.06930 0.43787
C -0.35256 2.81055 0.93301
N -1.15621 1.95887 0.30207
C -1.66472 2.34463 -0.86852
C -1.40311 3.57798 -1.43955
H 0.34572 6.41827 -0.68703
H -1.18901 6.37378 -1.56429
H 0.26479 5.72156 -2.30824
H 0.62289 4.71840 0.99598
H 0.07459 2.45272 1.86376
H -2.28838 1.61425 -1.37417
H -1.83144 3.82601 -2.40301
C 1.48737 0.85123 -3.34939
Si 0.93651 -0.63685 -2.31333
C -0.88469 -0.88046 -2.78619
C 1.82458 -2.12709 -3.02442
C 1.31497 -0.22392 -0.54489
Si 2.81735 -0.84277 0.35719
C 2.61602 -1.17099 2.20782
C 4.10233 0.54702 0.24882
C 3.66889 -2.36960 -0.32001
H 1.36557 0.66973 -4.42249
H 2.53710 1.09836 -3.16105
H 0.88847 1.73159 -3.08802
H -1.22466 -0.08135 -3.45525
H -1.52103 -0.89714 -1.90002
H -1.03156 -1.83401 -3.30157
H 1.48665 -2.29786 -4.05123
H 1.60613 -3.02243 -2.43729
H 2.90675 -1.98325 -3.04219
H 1.44090 0.87443 -0.54971
H 1.56320 -1.31462 2.45199
H 2.99496 -0.33236 2.80158
H 3.15865 -2.07093 2.51253
H 3.75789 1.42861 0.79958
H 4.25887 0.84781 -0.79275
H 5.07050 0.24827 0.66391
H 2.99569 -3.22762 -0.30501
H 4.53269 -2.59654 0.31267
H 4.02556 -2.22990 -1.34211
F -1.61006 -3.09499 -0.17919
B -0.47660 -2.72681 0.56642
F 0.65044 -3.36970 0.07003

56
Properties=species:S:1:pos:R:3 method="wB97M-V/def2-TZVPD" total_charge=+2 relative_energy_ev=0.000 total_energy_ha=-1976.509031 orbital_gap_ev=2.026
C 1.52827 -3.51929 -0.27029
C 1.80033 -2.04978 0.29159
O 0.58995 -1.31391 0.07520
C 0.58308 0.02275 0.53986
C 1.99901 0.71020 0.78836
N 2.55809 0.55561 2.13102
O -0.22109 0.93525 -0.19061
C -0.30312 0.76552 -1.58245
C -1.36718 -0.34246 -2.05692
S -2.74612 -0.48162 -0.83141
C -2.69033 -2.12075 0.01403
C -4.00480 -2.23405 0.91683
C -0.93993 2.14252 -2.11774
C -0.53029 3.37288 -1.25654
O 0.28479 4.17015 -1.56039
O -1.19582 3.60927 -0.03035
C 1.01490 0.53478 -2.40034
C 2.03063 1.73504 -2.48260
C 3.50881 1.10668 -2.56160
I 1.84447 2.87964 -4.34592
C -0.11089 -0.00820 1.97133
C -0.57976 1.27471 2.48704
C -1.15209 1.15061 3.80178
C -1.21056 -0.13047 4.43353
N -0.83175 -1.35418 3.98253
C -0.29634 -1.18933 2.74813
H 0.48048 -3.54600 -0.66782
H 2.22769 -3.75381 -1.10918
H 1.58751 -4.27868 0.53916
H 2.06554 -2.20069 1.36745
H 2.67230 -1.68061 -0.30650
H 2.78531 0.44914 0.04648
H 1.82194 1.81134 0.66158
H 2.18578 1.22022 2.80200
H 2.54757 -0.39981 2.47479
H -1.71037 -0.03192 -3.06800
H -0.80947 -1.30645 -2.11178
H -1.81662 -2.11622 0.71410
H -2.64734 -2.98584 -0.68900
H -4.77424 -1.50551 0.45764
H -4.40010 -3.27523 0.91115
H -3.74804 -1.89446 1.94621
H -2.05098 2.01347 -1.95076
H -0.81781 2.27482 -3.21328
H -2.14155 3.57449 -0.26183
H 0.70443 0.31126 -3.45806
H 1.59175 -0.37331 -2.08295
H 2.04480 2.39651 -1.59016
H 4.01830 1.30094 -1.59149
H 4.09899 1.65326 -3.33858
H 3.50623 0.04131 -2.88049
H -0.50931 2.25134 1.97471
H -1.54460 2.04582 4.32174
H -1.63616 -0.14205 5.46636
H 0.05248 -2.13951 2.27284
Cd -5.34675 0.06460 -0.13040

63
Properties=species:S:1:pos:R:3 method="wB97M-V/def2-TZVPD" total_charge=-1 relative_energy_ev=0.506 total_energy_ha=-3259.262469 orbital_gap_ev=7.277
Mg -0.31758 -0.14763 -1.38842
F -4.92086 4.46791 -2.19751
C -3.92410 3.66585 -2.66978
F -4.38113 3.15390 -3.82204
F -2.91066 4.49359 -2.97897
C -3.54858 2.63408 -1.65028
C -4.32207 2.51232 -0.51613
C -3.97198 1.60720 0.47961
C -2.79432 0.91245 0.31493
N -2.02996 1.01154 -0.77016
C -2.41088 1.78814 -1.82799
S -1.48865 1.63390 -3.25618
H -5.20041 3.13211 -0.39839
H -4.58427 1.46842 1.35965
H -2.41756 0.25136 1.08961
N 0.55413 -1.00560 -3.22806
C -0.22556 -2.00281 -3.98102
C -0.69154 -3.13240 -3.05859
C -1.73355 -2.65607 -2.04532
O -2.83520 -3.19617 -2.00901
O -1.34289 -1.69389 -1.28310
H 0.78166 -0.20328 -3.80326
H 1.43559 -1.40463 -2.91080
H 0.35776 -2.42505 -4.80343
H -1.09371 -1.49911 -4.40946
H 0.17333 -3.51329 -2.50396
H -1.13047 -3.93958 -3.64114
C 0.50673 4.36100 -0.41247
N 1.62408 3.42295 -0.49914
C 2.58553 3.38744 0.59720
C 1.44817 2.32938 -1.21518
N 1.26160 1.35291 -1.80581
H 0.89601 5.37604 -0.33591
H -0.11996 4.14637 0.45649
H -0.10054 4.27921 -1.31268
H 3.02236 4.37897 0.71738
H 3.37242 2.67664 0.36112
H 2.10972 3.08477 1.53298
C -1.29993 -2.61824 1.83491
C -0.10826 -3.49291 1.48853
C 0.54133 -4.10455 2.71826
O 0.87832 -2.83183 0.66406
P 1.71404 -1.48890 0.81698
S 2.95594 -1.45401 -0.69993
S 0.55354 0.11563 1.12961
O 2.50575 -1.83562 2.19374
C 3.33163 -0.99486 3.01202
C 4.13235 0.03241 2.22665
C 2.48549 -0.34513 4.09835
H -2.07745 -3.25047 2.27242
H -1.69207 -2.14953 0.93199
H -1.02159 -1.84658 2.55482
H -0.45081 -4.29179 0.83162
H 0.86625 -3.32452 3.40592
H 1.41129 -4.70203 2.44134
H -0.18516 -4.74490 3.22389
H 4.02221 -1.69922 3.47757
H 3.45465 0.72935 1.72864
H 4.74258 -0.44546 1.46133
H 4.77560 0.58786 2.91295
H 1.72898 0.29584 3.64469
H 3.12153 0.25544 4.75489
H 1.98113 -1.10492 4.69998

54
Properties=species:S:1:pos:R:3 method="wB97M-V/def2-TZVPD" total_charge=+1 total_energy_ha=-4204.964240 orbital_gap_ev="4.702 / 4.694"
Pt 0.74836 0.11490 0.24840
C 3.88633 -1.89084 2.93866
C 2.65124 -1.39876 2.24604
S 2.81730 -0.65753 0.75180
C 1.36427 -1.59977 2.78530
C 1.12436 -2.31258 4.08491
S 0.00902 -1.06144 1.95846
H 4.78059 -1.56070 2.41591
H 3.89423 -2.98156 2.98745
H 3.92434 -1.51241 3.96107
H 2.04445 -2.72342 4.49111
H 0.41610 -3.13003 3.94774
H 0.69847 -1.63024 4.82180
C -5.57750 -3.27725 1.47703
C -4.55842 -2.25684 1.06120
C -3.51367 -2.58872 0.20650
C -2.55178 -1.67016 -0.18692
C -1.52430 -2.12637 -1.18945
C -2.64337 -0.35395 0.31099
Se -1.41982 1.00262 -0.18850
C -3.71272 0.01803 1.15123
C -3.92288 1.40406 1.70525
C -4.64205 -0.94672 1.51101
H -5.37431 -4.24820 1.02933
H -6.57962 -2.96686 1.17791
H -5.58456 -3.39602 2.56149
H -3.45330 -3.59897 -0.18041
H -1.69720 -3.17052 -1.44250
H -0.50031 -2.03250 -0.82948
H -1.59094 -1.53888 -2.10872
H -3.18464 2.12921 1.37286
H -3.89169 1.37781 2.79548
H -4.90843 1.77052 1.41638
H -5.45772 -0.66011 2.16626
C 2.74045 1.66948 -4.30650
N 2.10006 1.35467 -3.03058
C 1.52754 0.01184 -2.91030
C 2.03976 2.15452 -1.93996
O 1.49005 1.73192 -0.87546
N 2.53318 3.41238 -1.87671
C 2.42578 4.14938 -0.61457
C 3.13319 4.26475 -2.89845
H 2.63356 0.80436 -4.95143
H 3.80721 1.86226 -4.19382
H 2.25772 2.50405 -4.81166
H 1.58077 -0.46875 -3.88170
H 0.48135 0.05034 -2.61252
H 2.08108 -0.60477 -2.20080
H 2.00031 3.53363 0.16415
H 1.79790 5.02993 -0.76253
H 3.42053 4.48244 -0.31505
H 3.24820 3.79273 -3.85825
H 4.11770 4.58462 -2.55405
H 2.51383 5.15442 -3.02540

50
Properties=species:S:1:pos:R:3 method="wB97M-V/def2-TZVPD" s2=0.751 total_charge=+2 relative_energy_ev=0.000 spin_multiplicity=2 total_energy_ha=-1970.949890 orbital_gap_ev="7.641 / 6.758"
C 0.09447 -2.72913 -1.12890
H -0.11017 -3.79179 -0.94074
H -0.78700 -2.35224 -1.70549
H 0.09592 -2.37549 -0.02618
C 1.42210 -2.55988 -1.89354
H 1.52605 -1.54198 -2.31878
H 2.24038 -2.67459 -1.17218
C 1.62020 -3.58501 -3.01571
H 2.59206 -3.43648 -3.48874
H 1.60666 -4.61379 -2.64258
H 0.86356 -3.51068 -3.80286
C -0.92413 1.98877 -0.10494
C -0.24907 1.90299 -1.35176
C -0.99000 1.02057 -2.19310
C -2.10810 0.54433 -1.44931
C -2.06240 1.14361 -0.15806
C -3.03674 0.94817 0.94327
C -3.10621 -0.44793 -1.92196
C -0.59968 0.56980 -3.55371
C 1.03226 2.57448 -1.67875
C -0.53885 2.85995 1.03018
Yb -0.07450 -0.39023 -0.46544
H -3.70401 -0.84231 -1.09134
H -3.80368 0.01533 -2.63820
H -2.64231 -1.29945 -2.44461
H -3.61900 0.02777 0.80613
H -2.53558 0.89100 1.92058
H -3.75448 1.78468 0.99910
H 0.54887 2.99937 1.06726
H -0.99556 3.86171 0.95209
H -0.86052 2.42723 1.98524
H 1.55169 2.07697 -2.50851
H 0.86502 3.62231 -1.97912
H 1.71137 2.59519 -0.81301
H -0.70579 -0.51957 -3.68864
H -1.24524 1.04082 -4.31161
H 0.43625 0.84346 -3.79082
N 2.30788 0.29628 5.64204
C 1.80722 0.16458 4.38996
C 0.53460 -0.40850 4.17425
C 0.07766 -0.58021 2.87303
N 0.81509 -0.21563 1.78406
C 2.02185 0.39178 1.99225
C 2.54578 0.59486 3.26497
H 1.79983 -0.02704 6.45751
H 3.22712 0.68642 5.81245
H -0.07862 -0.71880 5.02007
H -0.89984 -1.03420 2.67043
H 2.57231 0.70908 1.09883
H 3.51527 1.07342 3.39489